Entry 1:
The following is a quantum chemistry calculation of a cluster of 3 separate species, C22H47N3O5S2 in total, from the OMol25 dataset.

The HOMO energy is -8.101 eV. Its structure (SMILES) is COCCCC[C@@H]1COS(=O)(=O)[C@H](O)[C@@H]1N=C=S.CCN(CC)CC.CCN(CC)CC.

Structure (ORCA input):
```
! wB97M-V def2-TZVPD RIJCOSX def2/J DEFGRID3
* xyz 0 1
C -2.60 -0.84 0.06
O -1.71 -1.77 -0.50
C -1.71 -3.02 0.18
C -0.99 -2.97 1.52
C 0.45 -3.47 1.34
C 1.37 -3.30 2.56
C 1.41 -1.89 3.11
C 1.96 -0.88 2.12
O 3.32 -1.14 1.70
S 4.34 -1.27 2.93
O 4.88 -2.58 2.99
O 5.36 -0.27 2.83
C 3.36 -0.84 4.41
O 4.22 -1.01 5.48
C 2.14 -1.79 4.48
N 2.67 -3.11 4.92
C 2.37 -3.50 6.04
S 1.89 -3.93 7.47
H -3.58 -0.86 -0.41
H -2.18 0.16 -0.11
H -2.72 -0.95 1.13
H -1.23 -3.73 -0.49
H -2.75 -3.34 0.31
H -1.06 -1.99 1.97
H -1.49 -3.69 2.17
H 0.39 -4.54 1.16
H 0.89 -3.04 0.45
H 2.37 -3.58 2.24
H 1.08 -4.03 3.31
H 0.39 -1.57 3.30
H 1.90 0.14 2.49
H 1.36 -0.89 1.22
H 3.00 0.19 4.33
H 4.08 -0.33 6.13
H 1.46 -1.43 5.24
C -0.71 2.57 1.45
C -0.18 3.88 0.90
N 0.87 4.47 1.72
C 1.19 5.83 1.34
C 1.80 6.08 -0.04
C 2.00 3.61 2.00
C 2.79 3.03 0.82
H -1.07 2.69 2.48
H -1.55 2.23 0.85
H 0.04 1.78 1.44
H -1.01 4.59 0.85
H 0.15 3.71 -0.14
H 1.85 6.26 2.10
H 0.27 6.42 1.41
H 2.85 5.78 -0.08
H 1.76 7.15 -0.27
H 1.26 5.56 -0.83
H 1.64 2.77 2.61
H 2.68 4.14 2.67
H 2.15 2.66 0.03
H 3.39 2.19 1.17
H 3.48 3.76 0.40
C -4.09 -2.77 -4.10
C -3.68 -1.89 -5.27
N -3.43 -0.52 -4.89
C -3.29 0.38 -6.03
C -2.11 0.17 -6.98
C -2.46 -0.33 -3.82
C -1.05 -0.88 -4.02
H -4.96 -2.36 -3.59
H -4.35 -3.77 -4.46
H -3.29 -2.89 -3.37
H -4.49 -1.90 -6.00
H -2.81 -2.36 -5.77
H -3.28 1.41 -5.66
H -4.21 0.30 -6.61
H -1.17 0.52 -6.55
H -2.27 0.75 -7.90
H -1.99 -0.87 -7.27
H -2.87 -0.78 -2.92
H -2.40 0.74 -3.59
H -1.05 -1.88 -4.45
H -0.54 -0.94 -3.05
H -0.44 -0.23 -4.65
*
```

These are the Löwdin partial charges, in e, on atoms 1 to 8:
1. C -0.116
2. O -0.196
3. C -0.223
4. C -0.168
5. C -0.188
6. C -0.154
7. C -0.247
8. C -0.167

=====

Entry 2:
The following is a quantum chemistry calculation of a structure of composition C22H47N9S2Y, from the OMol25 dataset.

The relative energy (zero: lowest compared OMol25 entry of this formula, charge and spin) comes out at 99.67 kJ/mol. The HOMO energy is -16.436 eV.

Structure (ORCA input):
```
! wB97M-V def2-TZVPD RIJCOSX def2/J DEFGRID3
* xyz 3 1
Y 0.72 -0.67 0.64
C -1.56 -3.29 0.57
C -1.34 -2.93 -0.90
N -0.17 -2.02 -1.15
C 0.97 -2.68 -1.85
C 2.05 -3.17 -0.90
N 2.62 -2.02 -0.13
C 3.76 -2.46 0.74
C 3.41 -3.08 2.11
C 1.96 -3.20 2.55
N 1.24 -1.90 2.71
C 0.00 -2.10 3.51
C -1.05 -1.03 3.20
N -1.40 -1.02 1.75
C -2.26 -2.20 1.38
H -0.62 -3.59 1.04
H -2.21 -4.16 0.60
H -2.23 -2.45 -1.28
H -1.20 -3.85 -1.47
H -0.49 -1.32 -1.81
H 1.40 -1.96 -2.53
H 0.62 -3.52 -2.44
H 2.82 -3.66 -1.49
H 1.64 -3.91 -0.20
H 3.07 -1.44 -0.84
H 4.39 -1.58 0.89
H 4.36 -3.17 0.18
H 3.96 -2.54 2.89
H 3.81 -4.09 2.14
H 1.95 -3.73 3.51
H 1.38 -3.82 1.86
H 1.86 -1.32 3.29
H 0.20 -2.07 4.58
H -0.41 -3.08 3.28
H -0.68 -0.04 3.47
H -1.93 -1.24 3.80
H -2.00 -0.20 1.61
H -3.11 -1.82 0.80
H -2.67 -2.63 2.29
S -2.67 1.60 0.11
C -3.62 2.90 -0.41
N -4.04 3.89 0.34
C -4.76 4.99 -0.32
C -5.31 4.40 -1.62
S -4.16 3.05 -2.05
H -3.84 3.91 1.33
H -4.07 5.81 -0.51
H -5.56 5.35 0.32
H -5.34 5.13 -2.42
H -6.29 3.96 -1.49
N 0.15 2.81 1.54
C 1.41 2.44 1.92
C 2.26 3.43 2.45
C 3.55 3.13 2.76
C 4.01 1.82 2.55
C 3.13 0.91 2.06
N 1.83 1.17 1.72
H -0.15 3.74 1.78
H -0.61 2.18 1.34
H 1.86 4.43 2.60
H 4.21 3.89 3.16
H 5.02 1.53 2.78
H 3.45 -0.12 1.93
C 0.52 0.30 -4.77
C -0.18 0.88 -3.55
C -1.58 0.29 -3.42
C -0.25 2.40 -3.66
N 0.66 0.45 -2.39
N 0.35 1.08 -1.11
H -0.05 0.53 -5.67
H 0.60 -0.79 -4.70
H 1.52 0.71 -4.90
H -2.20 0.65 -4.24
H -2.08 0.57 -2.49
H -1.56 -0.81 -3.51
H -0.80 2.70 -4.55
H 0.75 2.83 -3.73
H -0.76 2.86 -2.80
H 1.62 0.69 -2.61
H -0.66 1.28 -1.11
H 0.77 2.00 -1.06
*
```

These are the Löwdin partial charges, in e, on atoms 1 to 8:
1. Y 1.615
2. C -0.158
3. C -0.156
4. N -0.145
5. C -0.177
6. C -0.168
7. N -0.142
8. C -0.168

=====

Entry 3:
The following is a quantum chemistry calculation of a structure of composition C22H48AsF6O38S10, from the OMol25 dataset.

The relative energy (zero: lowest compared OMol25 entry of this formula, charge and spin) comes out at 0.00 kJ/mol. The HOMO energy is -9.332 eV.

Structure (ORCA input):
```
! wB97M-V def2-TZVPD RIJCOSX def2/J DEFGRID3
* xyz -1 1
As -0.76 0.69 0.05
F -0.97 -0.66 1.21
F -2.45 0.22 -0.37
F -0.85 1.98 -1.26
F 0.94 1.19 0.51
F -0.07 -0.49 -1.11
F -1.38 1.80 1.27
O 9.62 0.34 -0.33
S 8.38 0.93 0.12
O 7.85 2.28 -0.27
O 6.98 -0.09 -0.09
C 6.51 -0.34 -1.39
C 5.00 -0.77 -1.38
C 8.52 0.87 1.90
H 7.19 -1.09 -1.78
H 6.60 0.65 -1.83
H 4.50 -0.03 -0.75
H 4.98 -1.69 -0.78
H 4.52 -0.76 -2.36
H 9.27 1.58 2.25
H 8.83 -0.17 2.06
H 7.55 1.13 2.32
O -6.24 -5.10 3.13
S -5.07 -5.39 2.31
O -4.32 -6.60 2.37
O -5.31 -5.07 0.74
C -6.07 -3.92 0.47
C -5.90 -3.61 -0.97
C -3.77 -4.10 2.75
H -5.60 -3.06 0.96
H -7.14 -3.98 0.70
H -4.89 -3.20 -1.08
H -6.61 -2.85 -1.29
H -5.74 -4.46 -1.62
H -2.93 -4.48 2.19
H -3.72 -4.28 3.83
H -4.08 -3.16 2.29
C 0.83 2.16 -6.48
C 0.77 3.13 -7.68
O 0.88 2.33 -8.85
S -0.08 0.96 -8.59
O 0.42 -0.19 -9.30
O -1.49 1.39 -8.60
O 0.45 0.94 -6.96
H 0.07 2.20 -5.70
H 1.79 2.12 -5.96
H 1.44 3.99 -7.65
H -0.21 3.61 -7.62
C -1.58 1.84 6.30
C -1.86 3.37 6.47
O -0.65 3.92 6.89
S 0.67 3.17 6.23
O 1.79 3.16 7.16
O 0.99 3.56 4.82
O -0.14 1.74 6.28
H -1.92 1.46 5.33
H -1.99 1.31 7.16
H -2.55 3.55 7.29
H -2.13 3.85 5.53
C -6.16 2.07 2.61
C -7.56 2.33 3.05
O -7.54 2.38 4.41
S -6.65 1.10 4.93
O -7.39 -0.09 4.65
O -6.13 1.37 6.26
O -5.56 1.47 3.70
H -5.58 2.99 2.51
H -6.05 1.52 1.67
H -8.28 1.54 2.84
H -7.89 3.26 2.59
C -0.48 -3.57 -5.19
C 1.03 -3.91 -4.98
O 1.29 -5.01 -5.76
S 0.05 -5.45 -6.77
O -0.63 -6.69 -6.30
O 0.42 -5.41 -8.20
O -0.94 -4.20 -6.37
H -0.47 -2.48 -5.29
H -1.11 -3.83 -4.34
H 1.26 -4.24 -3.96
H 1.68 -3.15 -5.42
C -4.73 4.66 -2.55
C -4.49 6.16 -2.50
O -5.40 6.67 -3.45
S -6.85 5.84 -3.29
O -7.69 5.79 -4.45
O -7.42 6.07 -1.98
O -5.98 4.42 -3.20
H -4.69 4.12 -1.61
H -3.90 4.25 -3.11
H -3.45 6.43 -2.69
H -4.89 6.59 -1.58
C 3.11 -1.85 3.82
C 3.79 -0.48 4.11
O 5.10 -0.67 4.51
S 5.37 -2.26 5.01
O 5.15 -2.22 6.48
O 6.62 -2.89 4.46
O 4.01 -2.85 4.31
H 2.98 -2.08 2.77
H 2.08 -1.85 4.18
H 3.27 -0.19 5.02
H 3.69 0.28 3.33
C 4.74 5.86 0.97
C 4.09 5.41 -0.29
O 4.29 6.35 -1.31
S 5.45 7.51 -0.92
O 5.02 8.87 -1.32
O 6.79 7.20 -1.27
O 5.10 7.21 0.71
H 5.69 5.34 1.06
H 4.03 5.88 1.79
H 3.01 5.31 -0.26
H 4.41 4.47 -0.73
C 1.69 -8.00 1.74
C 2.39 -7.99 0.38
O 1.97 -6.98 -0.44
S 0.30 -6.79 -0.21
O -0.56 -7.80 -0.88
O -0.06 -5.37 -0.39
O 0.49 -7.28 1.45
H 2.31 -7.41 2.41
H 1.55 -8.94 2.27
H 1.96 -8.79 -0.22
H 3.47 -7.91 0.43
*
```

These are the Löwdin partial charges, in e, on atoms 1 to 8:
1. As 0.914
2. F -0.320
3. F -0.326
4. F -0.334
5. F -0.328
6. F -0.307
7. F -0.294
8. O -0.296

=====

Calculated values (eV/A) of max |F| for the records, taken in order: 2.649, 0.607, 5.558.